{"formula": "C2H3FSi", "method": "ωB97M-V with the def2-TZVPD basis set", "species": ["F", "C", "C", "Si", "H", "H", "H"], "positions_angstrom": [[2.5776, 0.2848, -0.0649], [1.1875, 0.2593, -0.0558], [0.2983, -0.7339, 0.0203], [-1.1322, 0.4687, -0.0789], [0.3319, -1.8706, 0.3953], [-1.3865, 1.0263, -1.3509], [-1.8766, 0.5654, 1.1350]], "atomic_forces_ev_per_a": [[-2.245, -0.257, 0.548], [-1.814, 0.308, -0.844], [0.448, -2.427, 1.478], [5.017, -1.188, 0.430], [0.220, 2.397, -1.295], [-0.819, 0.558, -0.800], [-0.808, 0.608, 0.483]], "energy_ha": -467.18879, "homo_lumo_gap_ev": [7.6, 7.6], "lumo_energy_ev": [-0.7, -0.7], "e_homo_ev": [-8.4, -8.4], "smiles": "FC1=C[SiH2]1"}

{"formula": "C37H37BMnN10O2P", "method": "ωB97M-V with the def2-TZVPD basis set", "species": ["Mn", "C", "C", "N", "N", "C", "B", "N", "C", "C", "C", "N", "N", "C", "C", "C", "N", "N", "C", "C", "C", "N", "H", "H", "H", "H", "H", "H", "H", "H", "H", "H", "H", "H", "C", "C", "O", "C", "C", "C", "N", "N", "C", "O", "C", "C", "C", "C", "C", "C", "H", "H", "H", "H", "H", "H", "H", "H", "H", "H", "H", "H", "C", "P", "C", "C", "C", "C", "C", "C", "C", "C", "C", "C", "C", "C", "H", "H", "H", "H", "H", "H", "H", "H", "H", "H", "H", "H", "H"], "positions_angstrom": [[-0.6810, -0.7441, -0.1958], [0.7229, 2.9209, 1.7375], [1.0568, 1.7620, 1.0392], [0.1048, 0.8496, 1.1832], [-0.8460, 1.3824, 1.9641], [-0.4982, 2.6332, 2.3074], [-2.0870, 0.5599, 2.4278], [-3.0681, 0.2315, 1.2841], [-4.2086, 0.8328, 0.9136], [-4.7193, 0.1535, -0.1696], [-3.7986, -0.8653, -0.4099], [-2.8060, -0.8037, 0.4671], [-1.5266, -0.8260, 2.8035], [-1.7880, -1.6897, 3.7964], [-1.0960, -2.8569, 3.5464], [-0.4462, -2.6226, 2.3362], [-0.7319, -1.4055, 1.8912], [-2.7892, 1.3615, 3.5144], [-2.8638, 1.2446, 4.8594], [-3.5640, 2.3211, 5.3499], [-3.8784, 3.0723, 4.2123], [-3.4095, 2.4896, 3.1297], [1.2865, 3.8277, 1.8119], [1.9412, 1.5548, 0.4629], [-1.1192, 3.2402, 2.9297], [-4.5626, 1.7010, 1.4298], [-5.6218, 0.3599, -0.7040], [-3.8145, -1.6293, -1.1645], [-2.4599, -1.4528, 4.5969], [-1.0661, -3.7403, 4.1519], [0.2141, -3.2600, 1.7795], [-2.4258, 0.4324, 5.3991], [-3.8075, 2.5450, 6.3672], [-4.4241, 3.9939, 4.1379], [-1.3725, -5.0012, -1.2638], [-1.1929, -3.5061, -1.4402], [-0.9679, -2.8068, -0.4114], [-1.2208, -2.9945, -2.7379], [-0.9100, -1.6523, -2.9926], [-0.8574, -1.1493, -4.4077], [-0.6472, -0.8224, -2.0031], [-0.2083, 0.4149, -2.2895], [-0.7756, 1.3342, -1.5356], [-1.5789, 1.0515, -0.6183], [-0.6293, 2.7465, -1.9512], [-0.0541, 3.0686, -3.1760], [-0.0837, 4.3749, -3.6251], [-0.6665, 5.3657, -2.8487], [-1.2219, 5.0509, -1.6185], [-1.2166, 3.7421, -1.1737], [-1.5003, -5.2400, -0.2111], [-0.4946, -5.5253, -1.6416], [-2.2329, -5.3487, -1.8293], [-1.4584, -3.6395, -3.5676], [-0.6611, -1.9712, -5.0924], [-0.0893, -0.3827, -4.4986], [-1.8109, -0.6899, -4.6698], [0.3752, 2.2732, -3.7664], [0.3359, 4.6209, -4.5905], [-0.6864, 6.3862, -3.2051], [-1.6739, 5.8327, -1.0236], [-1.6782, 3.4664, -0.2370], [2.0288, -2.9861, -1.3027], [1.8138, -1.3527, -0.4548], [3.0020, -1.5730, 0.9283], [2.5771, -1.2527, 2.2127], [3.4202, -1.4177, 3.2976], [4.7034, -1.9002, 3.1108], [5.1390, -2.2080, 1.8320], [4.2981, -2.0480, 0.7465], [2.8083, -0.3152, -1.5888], [2.5301, -0.3282, -2.9543], [3.2249, 0.4905, -3.8235], [4.2300, 1.3183, -3.3507], [4.5169, 1.3340, -1.9966], [3.8021, 0.5388, -1.1195], [1.7265, -3.7745, -0.6140], [3.0657, -3.1318, -1.6041], [1.3847, -3.0295, -2.1795], [1.5750, -0.8725, 2.3459], [3.0723, -1.1651, 4.2888], [5.3631, -2.0294, 3.9554], [6.1432, -2.5728, 1.6828], [4.6606, -2.2761, -0.2453], [1.7643, -0.9853, -3.3352], [2.9841, 0.4809, -4.8770], [4.7869, 1.9426, -4.0337], [5.3036, 1.9713, -1.6215], [4.0335, 0.5674, -0.0640]], "atomic_forces_ev_per_a": [[-0.349, -1.579, 2.269], [-0.050, -0.025, 0.054], [-0.136, 0.022, 0.166], [0.720, 0.377, -0.078], [-0.034, 0.211, 0.212], [0.271, 0.155, 0.019], [0.189, -0.106, -0.442], [-0.436, 0.287, 0.069], [-0.135, -0.033, -0.182], [0.008, -0.096, -0.029], [-0.062, 0.162, 0.253], [-0.534, -0.466, -0.124], [-0.127, 0.139, 0.493], [0.075, -0.176, -0.036], [0.018, 0.036, 0.065], [-0.139, 0.202, 0.157], [0.332, -0.874, 0.323], [-0.088, -0.139, 0.449], [-0.025, 0.042, 0.260], [0.111, -0.092, 0.002], [0.086, -0.228, 0.093], [-0.101, 0.457, -0.704], [0.079, 0.194, 0.043], [-0.001, -0.041, -0.167], [-0.217, 0.095, 0.166], [-0.076, 0.051, 0.070], [-0.240, 0.076, -0.102], [0.114, -0.135, -0.159], [-0.060, 0.085, 0.087], [-0.002, -0.125, 0.102], [-0.040, -0.117, -0.114], [0.185, -0.185, 0.048], [-0.017, -0.048, 0.254], [-0.070, 0.152, -0.043], [-0.005, 0.294, 0.198], [-0.013, -0.235, -0.185], [0.075, -0.424, -0.102], [-0.092, 0.237, 0.086], [-0.093, -0.570, 0.171], [0.164, 0.089, 0.185], [-0.480, -0.628, -1.181], [0.965, 2.195, -1.035], [-0.292, 0.525, -1.670], [-0.359, 0.211, 0.240], [0.060, 0.246, -0.037], [-0.058, -0.038, 0.134], [0.091, 0.079, -0.103], [0.076, 0.059, -0.025], [-0.020, 0.132, -0.048], [0.080, -0.213, -0.014], [-0.036, 0.003, 0.026], [0.068, -0.001, -0.019], [-0.083, -0.055, -0.045], [0.033, -0.077, -0.053], [-0.050, -0.028, 0.015], [-0.061, -0.014, -0.071], [-0.035, 0.048, 0.013], [0.070, -0.005, -0.074], [0.050, 0.037, -0.045], [-0.011, 0.058, -0.022], [-0.037, -0.016, 0.070], [-0.019, -0.020, 0.072], [-0.204, 0.258, 0.157], [1.240, -0.700, -0.266], [-0.423, 0.167, 0.129], [-0.142, 0.067, -0.141], [0.089, -0.002, 0.192], [-0.122, 0.062, 0.054], [0.114, -0.072, -0.084], [-0.034, -0.028, -0.065], [-0.105, 0.180, -0.003], [0.074, -0.095, 0.150], [0.023, -0.061, -0.135], [-0.011, 0.008, 0.060], [0.131, 0.177, -0.097], [-0.115, -0.154, 0.063], [-0.013, -0.025, -0.001], [-0.038, 0.019, 0.037], [0.003, -0.032, -0.016], [0.014, 0.054, 0.097], [-0.026, 0.016, 0.071], [0.075, -0.015, 0.072], [0.127, -0.055, -0.049], [0.042, -0.028, -0.098], [-0.068, -0.032, -0.073], [-0.003, -0.035, -0.088], [0.030, 0.064, -0.041], [0.058, 0.076, 0.060], [0.047, 0.019, 0.061]], "energy_ha": -3647.49574, "homo_lumo_gap_ev": [6.9, 7.9], "lumo_energy_ev": [-0.5, 0.2], "multiplicity": 5, "s2": 6.08, "e_homo_ev": [-7.4, -7.7]}

{"formula": "C55H49N3O19", "method": "ωB97M-V with the def2-TZVPD basis set", "species": ["C", "C", "C", "C", "O", "C", "O", "O", "C", "C", "N", "N", "N", "H", "H", "H", "H", "H", "H", "H", "H", "H", "H", "H", "H", "H", "H", "H", "H", "H", "O", "C", "C", "C", "C", "O", "C", "C", "H", "H", "H", "H", "O", "C", "C", "C", "C", "O", "C", "C", "H", "H", "H", "H", "O", "C", "C", "C", "C", "O", "C", "C", "H", "H", "H", "H", "O", "C", "C", "C", "C", "O", "C", "C", "H", "H", "H", "H", "O", "C", "C", "C", "C", "O", "C", "C", "H", "H", "H", "H", "O", "C", "C", "C", "C", "O", "C", "C", "H", "H", "H", "H", "O", "C", "C", "C", "C", "O", "C", "C", "H", "H", "H", "H", "O", "C", "C", "C", "C", "O", "C", "C", "H", "H", "H", "H"], "positions_angstrom": [[-2.2307, 3.5438, 0.6308], [-1.3428, 3.9152, -0.5780], [-1.8641, 3.2730, -1.8705], [0.0905, 3.5208, -0.2827], [0.9415, 3.5995, -1.4588], [2.0307, 4.3845, -1.3343], [2.9364, 4.1663, -0.5741], [2.0798, 5.3948, -2.2159], [0.8634, 6.1268, -2.4123], [1.1389, 7.2836, -3.3718], [-0.0601, 8.1381, -3.3552], [1.3783, 6.7496, -4.7393], [2.3100, 8.0160, -2.9311], [-2.3368, 4.4089, 1.2884], [-1.7998, 2.7380, 1.2231], [-3.2269, 3.2724, 0.2780], [-1.4342, 5.0013, -0.7121], [-1.2484, 3.5504, -2.7315], [-1.8694, 2.1848, -1.7767], [-2.8766, 3.6275, -2.0862], [0.5301, 4.1587, 0.4927], [0.1410, 2.4921, 0.0850], [0.1128, 5.4701, -2.8665], [0.4827, 6.4866, -1.4493], [-0.8635, 7.6171, -3.0165], [-0.3038, 8.4242, -4.2968], [0.5534, 6.8763, -5.3142], [1.5252, 5.7458, -4.7032], [2.5585, 7.7727, -1.9789], [2.1166, 9.0068, -2.9816], [-0.4471, -0.9821, 6.8088], [-0.6554, -0.0369, 6.0749], [-1.9268, 0.0748, 5.3172], [-2.1530, 1.1013, 4.5024], [-1.1448, 2.1770, 4.3217], [-1.3516, 3.1040, 3.5678], [0.1236, 2.0658, 5.0830], [0.3513, 1.0391, 5.8980], [-2.6442, -0.7226, 5.4639], [-3.0685, 1.2036, 3.9334], [0.8452, 2.8588, 4.9334], [1.2761, 0.9415, 6.4560], [3.0872, 7.6130, -0.0142], [4.1127, 7.2362, 0.5165], [4.1115, 6.1230, 1.4940], [5.2374, 5.7229, 2.0778], [6.5371, 6.3633, 1.7677], [7.5665, 5.9876, 2.2904], [6.5376, 7.4794, 0.7878], [5.4118, 7.8845, 0.2075], [3.1546, 5.6644, 1.6962], [5.2634, 4.9160, 2.8004], [7.4979, 7.9326, 0.5773], [5.3842, 8.6926, -0.5125], [-1.1816, -3.2856, -5.2206], [-1.4386, -2.5714, -4.2751], [-0.6215, -2.6150, -3.0352], [-0.9088, -1.8366, -1.9960], [-2.0566, -0.8948, -2.0330], [-2.3148, -0.1847, -1.0828], [-2.8698, -0.8524, -3.2710], [-2.5831, -1.6277, -4.3134], [0.2083, -3.3102, -3.0315], [-0.3296, -1.8489, -1.0814], [-3.7021, -0.1600, -3.2736], [-3.1598, -1.6123, -5.2250], [8.3525, -0.8202, 3.1541], [7.7365, 0.1524, 3.5319], [6.5129, 0.0103, 4.3633], [5.8329, 1.0750, 4.7785], [6.2718, 2.4487, 4.4284], [5.6562, 3.4231, 4.8047], [7.4933, 2.5946, 3.5970], [8.1720, 1.5280, 3.1824], [6.2154, -1.0022, 4.6049], [4.9385, 0.9979, 5.3842], [7.7874, 3.6096, 3.3531], [9.0650, 1.6061, 2.5755], [4.6478, -3.3791, 10.2392], [4.4244, -2.4327, 9.5158], [3.1466, -2.3060, 8.7764], [2.9074, -1.2655, 7.9868], [3.9082, -0.1920, 7.8045], [3.6949, 0.7542, 7.0708], [5.1894, -0.3113, 8.5435], [5.4284, -1.3507, 9.3379], [2.4310, -3.1054, 8.9159], [1.9785, -1.1633, 7.4391], [5.9054, 0.4870, 8.3945], [6.3541, -1.4632, 9.8878], [-5.0501, -2.8509, -5.5365], [-5.3662, -3.9013, -6.0552], [-5.9112, -5.0199, -5.2465], [-6.2550, -6.1732, -5.8118], [-6.1071, -6.3862, -7.2731], [-6.4235, -7.4367, -7.7909], [-5.5617, -5.2682, -8.0809], [-5.2182, -4.1148, -7.5151], [-6.0088, -4.8393, -4.1836], [-6.6541, -7.0043, -5.2442], [-5.4650, -5.4493, -9.1434], [-4.8177, -3.2844, -8.0821], [-9.7543, -7.1168, -9.8858], [-10.1348, -8.1200, -9.3210], [-11.4360, -8.7477, -9.6667], [-11.8589, -9.8438, -9.0434], [-11.0477, -10.4861, -7.9774], [-11.4359, -11.4851, -7.4113], [-9.7483, -9.8575, -7.6347], [-9.3213, -8.7614, -8.2572], [-12.0099, -8.2620, -10.4457], [-12.8032, -10.3193, -9.2760], [-9.1743, -10.3439, -6.8561], [-8.3742, -8.2875, -8.0251], [1.2524, -5.8906, 2.0049], [1.8013, -5.3741, 2.9530], [2.8255, -6.1034, 3.7442], [3.4269, -5.5355, 4.7861], [3.1012, -4.1478, 5.1981], [3.6471, -3.6222, 6.1451], [2.0764, -3.4183, 4.4095], [1.4744, -3.9864, 3.3689], [3.0472, -7.1129, 3.4226], [4.1752, -6.0467, 5.3781], [1.8534, -2.4088, 4.7327], [0.7243, -3.4752, 2.7788]], "atomic_forces_ev_per_a": [[0.183, 0.489, -0.261], [-0.596, -0.018, -0.344], [0.213, 0.102, -0.017], [0.473, -0.126, 0.339], [-0.492, 0.701, 0.005], [0.682, -0.372, 0.181], [-0.431, 0.144, -0.198], [-0.035, 0.062, 0.168], [-0.364, -0.308, -0.224], [0.157, -0.120, -0.254], [-0.098, -0.225, -0.049], [-0.358, 0.061, 0.118], [-0.059, -0.175, -0.013], [0.021, -0.173, 0.104], [-0.175, -0.091, -0.118], [0.053, -0.120, 0.122], [0.328, -0.084, 0.017], [0.021, -0.124, 0.122], [-0.096, 0.036, -0.064], [0.034, -0.151, 0.149], [-0.122, -0.100, -0.012], [-0.090, 0.015, -0.142], [0.037, 0.090, 0.098], [0.203, 0.110, -0.050], [0.024, 0.045, 0.011], [0.122, 0.151, 0.020], [-0.027, -0.039, 0.066], [0.331, 0.094, -0.012], [-0.025, 0.237, -0.079], [0.043, -0.002, 0.064], [0.079, -0.030, -0.032], [-0.018, 0.031, 0.000], [-0.017, 0.015, -0.018], [-0.020, -0.032, 0.029], [0.015, 0.006, -0.052], [0.042, 0.000, 0.152], [0.006, -0.018, 0.002], [0.049, 0.007, 0.022], [0.017, -0.012, 0.021], [0.010, 0.026, -0.011], [-0.006, 0.014, -0.005], [0.001, 0.006, -0.019], [-0.037, -0.034, 0.137], [-0.007, -0.055, -0.032], [0.081, 0.064, 0.023], [-0.047, -0.077, 0.059], [-0.003, -0.021, -0.011], [0.013, -0.020, -0.027], [-0.014, 0.029, -0.004], [0.038, -0.017, -0.012], [-0.026, -0.020, -0.021], [0.020, 0.030, 0.033], [0.011, -0.015, 0.016], [-0.029, -0.014, -0.012], [-0.004, -0.013, 0.000], [-0.010, -0.025, -0.016], [0.007, 0.012, 0.032], [0.009, -0.022, -0.014], [-0.006, -0.009, 0.011], [0.019, -0.014, 0.038], [0.007, -0.017, -0.022], [0.111, 0.123, 0.067], [-0.006, -0.007, -0.025], [-0.013, 0.019, 0.009], [0.008, 0.011, 0.017], [-0.026, -0.021, -0.031], [0.044, -0.049, -0.030], [-0.042, -0.001, 0.044], [0.062, 0.058, -0.035], [-0.096, -0.009, -0.004], [0.140, -0.048, -0.080], [-0.142, 0.070, 0.004], [0.056, 0.034, -0.029], [-0.021, 0.019, 0.008], [0.005, -0.039, -0.007], [0.074, 0.075, -0.040], [-0.026, 0.012, 0.001], [0.005, -0.022, -0.005], [-0.001, 0.035, -0.016], [0.016, -0.062, 0.018], [-0.029, 0.066, 0.118], [-0.096, 0.061, 0.034], [0.035, -0.188, 0.145], [-0.175, 0.044, 0.011], [0.019, 0.006, -0.017], [0.020, 0.030, -0.031], [0.019, -0.021, -0.003], [-0.021, 0.000, 0.022], [-0.011, 0.021, -0.007], [-0.008, -0.022, 0.007], [-0.116, -0.039, -0.032], [0.042, 0.009, 0.002], [-0.020, -0.036, 0.000], [-0.003, 0.017, 0.026], [0.003, 0.009, -0.038], [0.078, 0.024, 0.060], [0.023, 0.038, -0.001], [-0.002, -0.021, -0.028], [0.011, 0.026, -0.003], [0.002, -0.015, -0.020], [-0.016, -0.027, 0.002], [0.005, 0.013, 0.021], [-0.007, 0.018, 0.003], [0.002, 0.007, 0.005], [-0.018, -0.033, 0.005], [-0.005, 0.030, -0.028], [0.001, -0.011, 0.004], [-0.005, -0.005, 0.008], [0.017, 0.031, -0.018], [0.006, 0.012, 0.034], [0.021, 0.019, -0.004], [0.005, -0.021, 0.019], [-0.014, -0.019, 0.000], [-0.085, -0.075, -0.053], [-0.005, 0.001, -0.013], [0.005, -0.013, -0.004], [0.018, 0.015, 0.034], [-0.010, -0.029, -0.008], [-0.040, 0.012, -0.016], [0.093, -0.049, -0.101], [-0.019, -0.001, -0.041], [0.005, 0.038, 0.023], [-0.017, 0.003, -0.020], [0.004, 0.021, 0.013], [0.014, -0.003, 0.027], [-0.007, -0.023, -0.013]], "energy_ha": -3718.78223, "homo_lumo_gap_ev": 7.0, "lumo_energy_ev": -1.9, "e_homo_ev": -8.9, "smiles": "CC(C)COC(=O)OCC(N)(N)N.O=C1C=CC(=O)C=C1.O=C1C=CC(=O)C=C1.O=C1C=CC(=O)C=C1.O=C1C=CC(=O)C=C1.O=C1C=CC(=O)C=C1.O=C1C=CC(=O)C=C1.O=C1C=CC(=O)C=C1.O=C1C=CC(=O)C=C1"}

Record order is preserved below.
ΔE to the lowest compared entry with this formula, charge and spin: 411.0, 149.3, 5.3 kJ/mol